A structure of composition C37H35N9O4PdS2. Source: the Open Molecules 2025 dataset; level of theory: wB97M-V/def2-TZVPD.

Atoms and positions in Å:
Pd 0.23874 -0.11726 0.20482
C -1.35673 -2.36041 4.20133
C -1.16806 -1.79482 2.81257
S 0.42323 -1.33600 2.40352
C -2.24726 -1.70370 1.95552
C -3.63130 -2.14911 2.38927
S -2.09940 -1.13452 0.38825
H -0.39756 -2.45895 4.70772
H -1.83452 -3.34414 4.16662
H -1.99277 -1.70437 4.80402
H -3.81468 -1.91378 3.43986
H -3.75781 -3.22965 2.26169
H -4.39673 -1.64882 1.79616
C -1.12380 6.63623 -1.06342
C -1.02999 5.64313 0.09389
C -0.85465 6.34340 1.42117
O -2.20614 4.83621 0.11094
C -1.89024 3.52774 -0.38943
C -0.45252 3.70181 -0.90623
O 0.03834 4.75447 -0.07585
C 0.61803 2.58693 -0.97911
O 0.83112 1.93110 0.21233
C 1.92003 3.32851 -1.38993
C 2.99105 3.35195 -0.50664
C 4.16063 4.02255 -0.84693
C 4.26960 4.68334 -2.06435
C 3.20244 4.65371 -2.95477
C 2.04063 3.97191 -2.61974
C 0.31591 1.58426 -2.10907
C -0.84856 1.54772 -2.87062
C -1.03573 0.56857 -3.83718
C -0.06534 -0.40142 -4.05359
C 1.10350 -0.36846 -3.30846
C 1.29562 0.62556 -2.36138
C -2.20568 2.38217 0.61543
O -1.67759 1.25356 0.01649
C -3.74996 2.13338 0.61547
C -4.30363 1.67333 -0.58530
C -5.64309 1.34386 -0.69160
C -6.47896 1.44246 0.41793
C -5.94214 1.86384 1.62213
C -4.59264 2.20502 1.71816
C -1.74138 2.73762 2.03160
C -0.88084 1.90556 2.72456
C -0.47760 2.18585 4.02383
C -0.93518 3.32805 4.66606
C -1.80089 4.17853 3.98677
C -2.19634 3.88540 2.68765
H -1.94940 7.33009 -0.89106
H -1.30614 6.11424 -2.00264
H -0.19001 7.19619 -1.14522
H -1.75516 6.91205 1.66328
H -0.00540 7.02718 1.36133
H -0.66809 5.60687 2.20151
H -2.54224 3.34681 -1.24318
H -0.54182 4.08653 -1.93122
H 2.89742 2.80332 0.42259
H 4.99757 4.01413 -0.15810
H 5.18532 5.20109 -2.32760
H 3.28169 5.14673 -3.91768
H 1.22290 3.92614 -3.33318
H -1.63992 2.26374 -2.69705
H -1.96264 0.54429 -4.39933
H -0.23109 -1.19191 -4.77563
H 1.85688 -1.13586 -3.43770
H 2.20189 0.63937 -1.76692
H -3.64409 1.51672 -1.42995
H -6.03105 0.97657 -1.63508
H -7.52595 1.17201 0.34530
H -6.56702 1.91724 2.50669
H -4.20069 2.50063 2.68176
H -0.50861 1.01727 2.24722
H 0.20844 1.50477 4.51503
H -0.61569 3.56072 5.67592
H -2.16710 5.08093 4.46523
H -2.86634 4.56307 2.17644
N 2.99082 -2.45395 -0.46934
C 3.32010 -1.31397 0.23873
N 4.54358 -1.10085 0.68970
N 4.45302 0.10793 1.29106
N 3.25434 0.57596 1.19574
N 2.49521 -0.31554 0.51058
C 1.72266 -2.83449 -0.85279
N 1.48613 -4.01665 -1.39490
N 0.16679 -3.97916 -1.69242
N -0.34403 -2.84963 -1.34550
N 0.63450 -2.07794 -0.80045
H 3.68494 -3.17943 -0.47470

Computed properties:
**Net charge**: -2
**Multiplicity**: 5
**Strongest force on any atom**: 0.36 eV/Å
**E_tot**: -85685.50067 eV
**HOMO energy (spin up / spin down)**: -1.96 / -2.52 eV
**Relative energy (zero: lowest compared OMol25 entry of this formula, charge and spin)**: 0.00 kcal per mole

The molecule's Löwdin atomic charges, reported in e, are given here: number 1, Pd, carries 0.8401; number 2, C, carries -0.1449; number 3, C, carries -0.7792; number 4, S, carries 0.7174; number 5, C, carries -0.7526; number 6, C, carries -0.1332; number 7, S, carries 0.9004; number 8, H, carries 0.0495; number 9, H, carries 0.0743; number 10, H, carries 0.0751; number 11, H, carries 0.0627; number 12, H, carries 0.0760; number 13, H, carries 0.0555; number 14, C, carries 0.0092; number 15, C, carries -0.5941; number 16, C, carries 0.0107; number 17, O, carries -0.0343; number 18, C, carries -0.1383; number 19, C, carries -0.1570; number 20, O, carries 0.0209; number 21, C, carries -0.4241; number 22, O, carries -0.2094; number 23, C, carries -0.1367; number 24, C, carries -0.0093; number 25, C, carries -0.0794; number 26, C, carries -0.1240; number 27, C, carries -0.1080; number 28, C, carries -0.0377; number 29, C, carries -0.1657; number 30, C, carries -0.0346; number 31, C, carries -0.0834; number 32, C, carries -0.0990; number 33, C, carries -0.0883; number 34, C, carries -0.0629; number 35, C, carries -0.3963; number 36, O, carries -0.3419; number 37, C, carries -0.0990; number 38, C, carries -0.0393; number 39, C, carries -0.0915; number 40, C, carries -0.1239; number 41, C, carries -0.1033; number 42, C, carries -0.0223; number 43, C, carries -0.1082; number 44, C, carries -0.0250; number 45, C, carries -0.0653; number 46, C, carries -0.1091; number 47, C, carries -0.1127; number 48, C, carries -0.0886; number 49, H, carries 0.0823; number 50, H, carries 0.0807; number 51, H, carries 0.0876; number 52, H, carries 0.0927; number 53, H, carries 0.0894; number 54, H, carries 0.0717; number 55, H, carries 0.1293; number 56, H, carries 0.1328; number 57, H, carries 0.0888; number 58, H, carries 0.0956; number 59, H, carries 0.0827; number 60, H, carries 0.0857; number 61, H, carries 0.1129; number 62, H, carries 0.0938; number 63, H, carries 0.0926; number 64, H, carries 0.0941; number 65, H, carries 0.1037; number 66, H, carries 0.1094; number 67, H, carries 0.1066; number 68, H, carries 0.0930; number 69, H, carries 0.0849; number 70, H, carries 0.0890; number 71, H, carries 0.1021; number 72, H, carries 0.0150; number 73, H, carries 0.0991; number 74, H, carries 0.0857; number 75, H, carries 0.0936; number 76, H, carries 0.1148; number 77, N, carries 0.1299; number 78, C, carries -0.5204; number 79, N, carries -0.0016; number 80, N, carries -0.1165; number 81, N, carries -0.0735; number 82, N, carries -0.0839; number 83, C, carries -0.5168; number 84, N, carries -0.0015; number 85, N, carries -0.1223; number 86, N, carries -0.1138; number 87, N, carries -0.0794; number 88, H, carries 0.1208